Record 1
Molecular formula: C38H76O32
Method: DFT, ωB97M-V/def2-TZVPD

The geometry in XYZ format:
```
146
Properties=species:S:1:pos:R:3:mulliken_charge:R:1
C -2.27967 5.40371 0.92929 -0.62
O -1.27733 5.96048 0.02098 -0.26
C -1.12076 5.48736 -1.17041 0.78
O -1.64192 4.48065 -1.69415 -0.61
O -0.45695 6.45615 -1.84580 -0.28
C -0.48866 6.61767 -3.23724 -0.66
H -2.37946 5.89651 1.89640 0.26
H -2.04213 4.37662 1.20634 0.27
H -3.27267 5.50802 0.49207 0.30
H -1.48787 6.88092 -3.58421 0.31
H -0.31767 5.70798 -3.81286 0.30
H 0.15339 7.44264 -3.54592 0.24
C 4.86434 -3.37089 5.30316 -0.68
O 6.17158 -3.40602 5.87926 -0.30
C 6.96425 -2.37993 5.57663 0.84
O 6.65370 -1.43706 4.84198 -0.59
O 8.13266 -2.52347 6.21750 -0.31
C 9.20984 -1.64594 5.93998 -0.65
H 4.71260 -4.32039 4.78982 0.25
H 4.60543 -2.57860 4.60076 0.35
H 4.10468 -3.32212 6.08330 0.25
H 9.59434 -1.93151 4.96083 0.28
H 9.98034 -1.60377 6.70983 0.25
H 8.92384 -0.59464 5.90783 0.30
C 0.62089 6.67557 8.73832 -0.58
O 1.01291 5.50167 9.58879 -0.32
C 1.72970 4.48651 9.07020 0.76
O 2.06728 4.44636 7.85706 -0.58
O 1.89363 3.46123 9.96209 -0.29
C 2.70072 2.34464 9.70691 -0.60
H 1.51979 7.09466 8.28617 0.28
H 0.05201 7.32085 9.40771 0.24
H -0.14390 6.45307 7.99420 0.29
H 2.88597 1.60350 10.48440 0.25
H 3.63517 2.63738 9.22815 0.28
H 2.10258 1.76308 9.00541 0.27
C -8.02020 2.15848 8.60170 -0.65
O -6.62358 2.33735 8.37423 -0.27
C -5.84184 1.22315 8.46077 0.77
O -6.05147 0.08379 8.89893 -0.57
O -4.67742 1.57002 7.87617 -0.31
C -3.50247 0.76676 7.94866 -0.57
H -8.43795 3.12696 8.87669 0.24
H -8.31608 1.50316 9.42092 0.31
H -8.48632 1.77216 7.69528 0.29
H -2.64016 1.15458 7.40633 0.22
H -3.84183 -0.19370 7.56079 0.27
H -3.25675 0.74573 9.01039 0.27
C 4.63719 0.49971 -5.18195 -0.64
O 3.85103 1.43150 -5.85025 -0.27
C 4.03848 1.46748 -7.18768 0.75
O 4.71973 0.69291 -7.87693 -0.56
O 3.24612 2.43720 -7.62968 -0.26
C 3.50205 2.91224 -8.92887 -0.67
H 5.66742 0.73397 -5.44999 0.28
H 4.44923 -0.54360 -5.43547 0.29
H 4.33812 0.44308 -4.13531 0.25
H 3.06265 3.90940 -8.95485 0.23
H 2.92628 2.30666 -9.62877 0.29
H 4.54927 2.98271 -9.22294 0.32
C -2.41105 1.34793 -6.92363 -0.67
O -1.82020 1.16214 -8.18541 -0.22
C -2.34831 1.91343 -9.24494 0.67
O -3.19243 2.79324 -9.19777 -0.55
O -1.80647 1.54441 -10.42496 -0.27
C -1.96516 2.16670 -11.67477 -0.68
H -3.38546 0.86978 -6.82354 0.30
H -2.54160 2.40539 -6.69376 0.32
H -1.67442 0.97486 -6.21209 0.23
H -2.93068 2.06787 -12.17086 0.30
H -1.22830 1.73891 -12.35458 0.26
H -1.87769 3.25137 -11.73758 0.31
C 0.16448 -1.79272 -0.35445 -0.68
O 1.11733 -0.87017 0.15217 -0.31
C 0.91411 -0.16510 1.26328 0.85
O -0.18295 -0.15727 1.90092 -0.63
O 1.92639 0.64275 1.47118 -0.29
C 1.84751 1.53253 2.61947 -0.62
H -0.87642 -1.50238 -0.21176 0.32
H 0.24700 -2.78334 0.09272 0.29
H 0.29047 -1.83675 -1.43625 0.25
H 0.90466 2.06828 2.72962 0.27
H 2.71191 2.19075 2.70700 0.25
H 1.86954 0.88728 3.49769 0.30
C -7.63934 -4.46495 -3.73591 -0.63
O -7.59964 -3.60293 -2.57596 -0.30
C -6.38397 -3.16970 -2.18118 0.77
O -5.31892 -3.19580 -2.78467 -0.58
O -6.56839 -2.41457 -1.09981 -0.32
C -5.62014 -1.50740 -0.58927 -0.65
H -8.67556 -4.80175 -3.76609 0.24
H -7.11177 -5.41833 -3.70691 0.30
H -7.23217 -3.88929 -4.56714 0.29
H -5.97272 -0.93862 0.27112 0.28
H -5.03179 -0.92607 -1.29921 0.31
H -4.87954 -2.17114 -0.14311 0.27
C 0.39303 -3.62727 -9.34382 -0.55
O -0.15340 -4.65495 -10.25668 -0.34
C -0.07032 -4.58410 -11.62112 0.77
O -0.71592 -5.36053 -12.30787 -0.55
O 0.87408 -3.66981 -11.96333 -0.31
C 1.27603 -3.35818 -13.27278 -0.70
H 1.39333 -3.93056 -9.03477 0.28
H -0.39700 -3.54231 -8.59767 0.25
H 0.70800 -2.71266 -9.84622 0.27
H 0.73268 -2.60125 -13.83838 0.30
H 1.49425 -4.24351 -13.86998 0.30
H 2.23211 -2.83587 -13.23785 0.27
C -1.20192 -9.55615 -2.64196 -0.67
O 0.14869 -9.76204 -2.67418 -0.31
C 0.59786 -11.01491 -2.80885 0.78
O -0.12521 -11.90668 -3.11721 -0.52
O 1.88159 -11.02238 -2.30310 -0.29
C 2.53770 -12.28657 -2.29226 -0.69
H -1.59940 -9.66369 -1.63274 0.29
H -1.82780 -10.21557 -3.24323 0.32
H -1.36296 -8.52198 -2.94641 0.24
H 2.70933 -12.68368 -1.29178 0.26
H 3.53907 -12.22019 -2.71766 0.27
H 2.10699 -13.10078 -2.87504 0.32
C 4.18440 10.55987 3.65396 -0.44
C 3.61845 9.41584 2.73302 -0.53
C 2.77189 10.22640 1.70292 -0.38
O 2.22720 11.31487 2.48062 -0.40
C 3.25492 11.72109 3.35307 -0.46
H 5.21887 10.83234 3.44481 0.29
H 4.04325 10.26999 4.69518 0.25
H 2.96066 8.76663 3.31090 0.23
H 4.38160 8.73897 2.34890 0.34
H 1.87140 9.78821 1.27255 0.27
H 3.39364 10.58203 0.88131 0.25
H 2.96922 12.07201 4.34470 0.26
H 3.66875 12.55515 2.78632 0.31
C -3.29888 -5.27433 5.55236 -0.49
C -2.91470 -5.63794 6.91539 -0.45
C -1.61953 -6.44976 6.75535 -0.39
O -1.12591 -5.91012 5.50395 -0.43
C -2.13477 -5.41413 4.66978 -0.29
H -3.69677 -4.25993 5.58040 0.26
H -4.05836 -5.94039 5.14291 0.25
H -3.69133 -6.19757 7.43669 0.30
H -2.71721 -4.82222 7.61088 0.23
H -1.80599 -7.52200 6.69496 0.25
H -0.86942 -6.27053 7.52565 0.27
H -2.24174 -6.07577 3.81021 0.32
H -1.95293 -4.35708 4.47562 0.18
```

## Properties
Total energy (hartree): -3900.9482
2S+1: 1
ΔE to the lowest compared entry with this formula, charge and spin (kJ/mol): 598.4
SMILES: COC(=O)OC.COC(=O)OC.COC(=O)OC.COC(=O)OC.COC(=O)OC.COC(=O)OC.COC(=O)OC.COC(=O)OC.COC(=O)OC.COC(=O)OC.C1CCOC1.C1CCOC1

Record 2
Molecular formula: C4H7N2OS
Method: DFT, ωB97M-V/def2-TZVPD

The geometry in XYZ format:
```
15
Properties=species:S:1:pos:R:3:mulliken_charge:R:1
C 1.73586 -0.12719 0.59068 -0.14
C 0.73344 -1.00115 1.02475 -0.05
C 1.66310 0.64799 -0.50257 -0.79
C -1.14578 0.00546 -0.21186 -0.09
N -1.25441 -2.23009 0.65104 -0.78
N -0.50926 -1.18186 0.45544 0.67
O -1.99879 -0.16613 -1.16543 -0.42
S -1.24756 1.35490 0.94434 -0.06
H 2.56348 -0.08961 1.30251 0.34
H 0.73588 -1.71854 1.79499 0.49
H 2.50215 1.27935 -0.63031 0.30
H 0.81807 0.54224 -1.02999 0.63
H -2.22876 -1.94382 0.55340 0.27
H -2.92578 -0.02893 -0.93709 0.42
H -2.34623 2.03272 0.39564 0.21
```

## Properties
Total energy (hartree): -739.0877
2S+1: 1
ΔE to the lowest compared entry with this formula, charge and spin (kJ/mol): 567.9
Total charge: +1

Record 3
Molecular formula: C4H6FN2
Method: DFT, ωB97M-V/def2-TZVPD

The geometry in XYZ format:
```
13
Properties=species:S:1:pos:R:3:mulliken_charge:R:1
F 1.84725 0.30014 -0.96362 -0.27
C 1.10596 0.47180 0.23000 -0.08
C 0.83256 -0.94252 0.80900 0.07
N -0.06986 -1.66409 0.21687 -0.37
C -0.89333 -1.10742 -0.72313 -0.13
N -1.12166 0.15351 -0.69807 -0.02
C -0.36716 0.99194 0.14670 -0.60
H 1.68158 1.20546 0.75265 0.42
H 1.45100 -1.23678 1.64429 0.40
H -1.48164 -1.67028 -1.31381 0.50
H -1.95207 0.60075 -1.16680 0.33
H -0.73487 0.78681 1.19827 0.36
H -0.29776 2.11066 -0.13236 0.40
```

## Properties
Total energy (hartree): -365.0746
2S+1: 1
ΔE to the lowest compared entry with this formula, charge and spin (kJ/mol): 135.3
Total charge: +1
SMILES: F[C@@H]1C=NC=[NH+]C1

Record 4
Molecular formula: C12H7LaN2O5
Method: DFT, ωB97M-V/def2-TZVPD

The geometry in XYZ format:
```
27
Properties=species:S:1:pos:R:3:mulliken_charge:R:1
O 4.46174 -3.19113 -0.76697 -0.13
C 3.60033 -2.47411 -0.59972 0.00
La 1.70326 -0.63466 -0.20279 1.14
O -0.17338 -3.54863 -0.28904 -0.09
C 0.65190 -2.74484 -0.29821 0.25
C 3.70014 0.62012 -0.29899 -0.09
O 3.21973 1.69112 -0.03885 -0.42
C 2.04919 -0.75007 -2.46786 0.20
O 2.00420 -0.48986 -3.58931 -0.06
C 2.52646 -1.18889 1.86269 0.21
O 2.73155 -1.15044 2.99522 -0.05
H 4.70546 0.10323 -0.57422 0.28
N -0.90997 2.51588 0.51308 0.02
C 0.27296 1.93672 0.33811 -0.55
N 0.01692 0.63298 0.10383 0.10
C -1.34980 0.36528 0.13007 1.29
C -2.08903 -0.81228 -0.05207 -0.57
C -3.46887 -0.67372 0.06905 -0.79
C -4.07302 0.56344 0.34547 -0.61
C -3.30397 1.72205 0.51293 -0.89
C -1.94727 1.57881 0.39609 0.69
H -1.05567 3.48155 0.70389 0.22
H 1.26256 2.42774 0.37895 0.70
H -1.58872 -1.76531 -0.27122 -0.10
H -4.08470 -1.56221 -0.05950 0.43
H -5.15522 0.63224 0.43194 0.42
H -3.70680 2.71495 0.72746 0.41
```

## Properties
Total energy (hartree): -978.0028
2S+1: 1
ΔE to the lowest compared entry with this formula, charge and spin (kJ/mol): 413.4
Total charge: +2

2S+1 of number 1 (C38H76O32)? 1

Among the records above, which one has the lowest ΔE to the lowest compared entry with this formula, charge and spin? C4H6FN2

Look up the total energy of the fourth one. -978.0028 hartree